Molecular formula: C33H57CoFN2O2Si
Method: DFT, ωB97M-V/def2-TZVPD

Positions of all 97 atoms, in Å:
O 1.0892 0.8284 -3.4268
O 3.1779 -1.5803 -2.5792
C 0.5622 1.8344 -4.3077
C 0.0164 3.0536 -3.5807
H -0.2474 1.3468 -4.8633
H 1.3550 2.1428 -5.0105
H -0.5076 2.7762 -2.6575
H -0.6975 3.5871 -4.2144
H 0.8269 3.7460 -3.3278
C 2.1338 1.3526 -2.5745
C 3.4788 1.4965 -3.2423
H 2.1955 0.6427 -1.7364
H 1.8221 2.3362 -2.1751
H 3.8885 0.5133 -3.4968
H 4.1544 1.9972 -2.5384
H 3.4021 2.1074 -4.1469
C 3.9193 -2.2968 -1.6004
C 2.4360 -2.3440 -3.5297
C 5.2296 -1.5812 -1.3243
H 4.1283 -3.3280 -1.9352
H 3.3055 -2.3351 -0.6818
H 5.9072 -1.7060 -2.1766
H 5.7085 -2.0317 -0.4505
H 5.0879 -0.5112 -1.1353
C 3.2558 -2.6874 -4.7567
H 1.6022 -1.6865 -3.8065
H 2.0317 -3.2608 -3.0676
H 3.6049 -1.7728 -5.2470
H 2.6325 -3.2457 -5.4591
H 4.1125 -3.3061 -4.4763
H 0.7137 0.6648 1.5649
N -2.5290 0.9697 1.0942
C -3.4377 0.5301 1.9860
C -3.1696 -0.5438 2.8511
C -1.9149 -1.0444 3.2154
C -4.7710 1.2195 2.0278
H -5.2497 1.2749 1.0369
H -4.6760 2.2489 2.4141
H -5.4371 0.6604 2.6981
C -1.8184 -2.0783 4.3042
H -1.6274 -1.6347 5.2939
H -1.0236 -2.8147 4.1222
H -2.7666 -2.6239 4.3766
N -0.7561 -0.5603 2.7028
C -2.7143 2.1513 0.2931
C -3.1949 2.0660 -1.0347
C -3.5946 0.7577 -1.6372
C -3.2850 3.2349 -1.7963
H -3.6806 3.1548 -2.8128
C -2.9167 4.4721 -1.2615
H -3.0052 5.3773 -1.8662
C -2.4453 4.5465 0.0519
H -2.1702 5.4981 0.5087
C -2.3208 3.3936 0.8281
C -1.7850 3.4893 2.2206
C 0.4070 -0.5488 3.5381
C 1.5380 -1.3521 3.2466
C 1.4752 -2.4650 2.2517
C 2.7465 -1.0724 3.8848
H 3.6367 -1.6167 3.5640
C 2.8157 -0.1124 4.8911
H 3.7625 0.0931 5.3817
C 1.6670 0.5678 5.2820
H 1.6935 1.3107 6.0810
C 0.4604 0.3667 4.6164
C -0.7310 1.1775 5.0107
Co -0.9359 0.1027 0.9539
H -2.7377 0.1129 -1.8785
H -4.1240 0.9476 -2.5781
H -4.2694 0.1851 -0.9869
H -2.4693 3.0512 2.9601
H -1.6692 4.5508 2.4637
H -0.8029 3.0078 2.3383
H 2.4245 -3.0211 2.2499
H 1.3343 -2.0822 1.2303
H 0.6643 -3.1802 2.4548
H -1.1178 1.7727 4.1701
H -0.4369 1.8770 5.8021
H -1.5566 0.5675 5.4019
H -4.0214 -0.9445 3.4007
C 0.4185 -0.4866 -0.3348
Si -0.5945 -1.9770 -0.9483
H 0.3858 0.3310 -1.0770
H 1.4504 -0.6071 0.0046
C -1.1282 -1.8771 -2.7600
C -2.2246 -2.3682 -0.0521
C 0.4026 -3.5675 -0.7620
H 1.4719 -3.4193 -0.9474
H 0.0270 -4.3015 -1.4910
H 0.2781 -3.9959 0.2405
H -1.7179 -0.9856 -2.9981
H -1.7454 -2.7604 -2.9982
H -0.2620 -1.8709 -3.4316
H -2.9471 -1.5405 -0.0547
H -2.0588 -2.6792 0.9870
H -2.6987 -3.2119 -0.5794
F 1.1530 1.5244 1.8159

Forces on the atoms, in the same order (eV/Å):
O 0.2980 0.8022 0.0463
O 0.1961 -0.2470 -0.0999
C 0.1734 -0.4252 0.1600
C 0.0527 0.2374 0.1077
H 0.2723 -0.0293 0.0434
H -0.3406 -0.0845 -0.0115
H 0.0959 -0.0346 -0.1667
H 0.1019 -0.0274 -0.0145
H -0.2770 0.0024 0.0234
C -0.4996 -0.1528 0.3702
C 0.0914 -0.1109 -0.2361
H 0.0987 0.3563 -0.4281
H 0.0632 -0.4909 -0.0024
H -0.0677 0.2444 0.0147
H -0.0013 -0.0703 -0.1790
H 0.1447 -0.0004 0.0791
C -0.2802 0.0768 0.0120
C -0.1429 0.2465 0.2288
C 0.1236 -0.1528 -0.1173
H -0.1501 0.2200 0.1055
H 0.2440 -0.1409 -0.1756
H -0.0955 0.1566 0.1115
H -0.0005 0.0793 -0.0214
H -0.0864 -0.2240 -0.0373
C 0.0276 0.0376 0.1022
H 0.2299 -0.2405 0.0472
H 0.0713 0.2767 -0.0850
H 0.0168 -0.1665 0.0795
H 0.0920 -0.0164 -0.0329
H 0.0145 0.0486 -0.1456
H 1.8775 1.8282 0.3382
N -2.4038 0.5569 0.7286
C 0.6822 0.7924 -1.2920
C -0.3226 -0.2984 0.1676
C 1.1027 0.7127 0.0122
C -0.5496 -0.1475 0.3521
H 0.3097 0.0132 0.2749
H 0.0334 -0.3610 -0.1837
H 0.0975 0.2701 -0.1668
C -0.4014 -0.3815 0.4333
H 0.0007 -0.0190 -0.3517
H -0.1353 0.3566 -0.0843
H 0.1570 0.1219 0.0039
N -1.0231 -0.8779 1.6319
C -0.2456 0.3582 -0.2162
C 0.3128 0.2747 0.5883
C -0.2852 -0.3037 -0.2745
C -0.0034 0.1357 0.3015
H 0.1987 0.1252 0.3005
C -0.0346 -0.0980 0.0907
H 0.0257 -0.2820 0.1938
C -0.1093 -0.2521 -0.3151
H -0.0480 -0.1732 -0.2723
C -0.2324 -0.3190 -0.3150
C 0.0856 0.3097 0.3952
C 0.7695 -0.4703 0.5627
C -0.4415 0.6126 0.1520
C 0.2087 -0.1938 -0.6190
C -0.1760 0.1213 0.2307
H -0.2123 0.0892 0.2438
C 0.0019 -0.0851 -0.0449
H -0.1010 -0.0125 -0.0699
C 0.0390 -0.1436 -0.1685
H 0.1017 -0.2417 -0.1732
C 0.1845 -0.3742 -0.5558
C -0.2795 0.4853 0.1114
Co 0.8703 -0.4642 -0.7659
H -0.2168 0.2824 0.2658
H 0.0721 -0.1252 0.1433
H 0.1818 0.0962 -0.0877
H 0.1559 0.0488 -0.1688
H 0.0574 -0.1963 0.1319
H -0.2619 0.0339 -0.1394
H -0.3021 0.0928 0.0542
H -0.0664 -0.2507 0.4430
H 0.1526 0.2526 -0.0130
H 0.0859 -0.3077 0.2247
H -0.1439 -0.1091 -0.1322
H 0.1436 0.1281 -0.1479
H 0.2219 0.0649 -0.1988
C -0.7394 -0.0663 -0.7159
Si 0.8509 -0.1122 -0.4058
H 0.0208 -0.3576 0.1211
H -0.1880 -0.3044 -0.2719
C 0.0699 0.0211 -0.1523
C -0.0314 0.1457 0.1520
C -0.0955 -0.2629 -0.0572
H -0.2411 -0.0398 0.0736
H 0.1109 0.0693 0.1850
H 0.0648 0.0239 -0.2143
H 0.1436 -0.1715 -0.0143
H 0.1728 0.2507 0.0823
H -0.2594 0.0030 0.1737
H 0.0958 -0.2032 0.0513
H -0.0761 0.0444 -0.1235
H 0.1736 0.2039 0.1185
F -0.6729 -1.0896 -0.4010

Calculated values
Orbital gap (spin up / spin down) in eV: 8.094 / 8.348
LUMO (spin up / spin down) in eV: 0.356 / 0.313
HOMO level (spin up / spin down) in eV: -7.74 / -8.03
Multiplicity: 4
Total charge: 0
Electronic energy in eV: -90442.4912